Computed, not measured: 2 unconnected molecules or ions with the total composition H4O2 in a non-equilibrium geometry, with wB97M-V/def2-TZVPD.

Geometry as XYZ:
```
6
H4O2 wB97M-V/def2-TZVPD
O -1.89 -0.15 -0.02
H -1.16 -0.68 -0.31
H -1.48 0.72 0.14
O 1.88 -0.18 -0.04
H 1.61 0.75 -0.19
H 1.04 -0.47 0.44
```

Results
Kohn-Sham gap in eV: 12.36
Spin multiplicity: 1
Energy above the lowest of the compared OMol25 structures with the same formula, charge and spin in kJ/mol: 33.1

=====

Computed, not measured: 2 unconnected molecules or ions with the total composition C26H20ClF4NO2 in a non-equilibrium geometry, with wB97M-V/def2-TZVPD.

Geometry as XYZ:
```
54
C26H20ClF4NO2 wB97M-V/def2-TZVPD
F 5.41 0.28 -0.12
C 4.22 0.33 -0.81
C 4.14 1.17 -1.93
C 2.91 1.17 -2.59
F 2.79 1.98 -3.71
C 1.82 0.42 -2.20
C 1.91 -0.39 -1.03
C 0.75 -1.07 -0.53
C 0.83 -2.07 0.44
C -0.15 -3.03 0.64
C -0.10 -4.07 1.62
C -1.18 -4.99 1.76
C -1.16 -5.93 2.78
F -2.24 -6.77 2.92
C -0.10 -6.06 3.67
C 0.98 -5.19 3.49
F 2.06 -5.31 4.34
C 1.01 -4.22 2.50
C 3.17 -0.46 -0.37
H 4.97 1.78 -2.25
H 0.88 0.47 -2.75
H -0.18 -0.99 -1.11
H 1.71 -2.09 1.09
H -1.04 -3.00 -0.01
H -2.02 -4.93 1.07
H -0.11 -6.80 4.47
H 1.89 -3.57 2.40
H 3.30 -1.10 0.50
C -3.82 -2.24 1.62
C -3.81 -0.87 0.99
O -2.43 -0.50 0.73
C -2.35 0.74 0.21
C -0.93 1.16 0.01
N -0.79 2.32 -0.55
C 0.24 3.00 -0.95
C 0.11 4.32 -1.52
C 1.07 4.84 -2.43
C 0.97 6.15 -2.89
C -0.08 6.96 -2.44
Cl -0.16 8.59 -2.94
C -1.07 6.44 -1.58
C -0.99 5.12 -1.16
O -3.32 1.42 -0.05
H -4.85 -2.59 1.67
H -3.23 -2.97 1.06
H -3.43 -2.19 2.64
H -4.37 -0.87 0.04
H -4.24 -0.12 1.66
H -0.18 0.67 0.63
H 1.26 2.57 -0.88
H 1.87 4.19 -2.76
H 1.71 6.55 -3.58
H -1.89 7.08 -1.26
H -1.76 4.68 -0.52
```

Results
Kohn-Sham gap in eV: 3.88
Spin multiplicity: 1
Energy above the lowest of the compared OMol25 structures with the same formula, charge and spin in kJ/mol: 0.0

=====

Computed, not measured: a molecular structure, C16H33Al2BBeBr2Cl2F8N2O10 in a non-equilibrium geometry, with wB97M-V/def2-TZVPD.

Geometry as XYZ:
```
77
C16H33Al2BBeBr2Cl2F8N2O10 wB97M-V/def2-TZVPD
C -0.66 -3.06 2.70
C -2.01 -2.11 2.70
C -3.23 -2.79 1.80
C -3.28 -2.22 0.25
C -2.01 -2.68 -0.67
C -0.84 -1.55 -0.86
C 0.43 -2.41 -1.44
O 1.70 -1.66 -1.36
C 2.62 -2.22 -0.35
C 3.18 -1.14 0.79
O 3.06 -3.47 -0.29
O -0.29 -0.84 0.30
C -0.82 0.56 0.19
O -0.63 1.48 1.15
O -1.57 0.71 -1.08
C -1.01 -0.35 -1.97
O -1.74 -0.66 -3.22
H 0.33 -2.40 2.69
H -0.61 -3.78 1.76
H -0.62 -3.68 3.71
H -2.41 -2.11 3.83
H -1.80 -0.98 2.43
H -4.23 -2.57 2.40
H -3.07 -3.97 1.86
H -4.26 -2.71 -0.23
H -3.47 -1.05 0.24
H -2.44 -2.91 -1.76
H -1.55 -3.72 -0.30
H 0.23 -2.58 -2.60
H 0.53 -3.46 -0.90
H 3.61 -0.20 0.21
H 2.22 -0.85 1.43
H 4.03 -1.61 1.45
H 0.00 0.15 -2.30
H -1.76 0.21 -3.71
Br 0.69 -2.08 -4.84
C 0.00 -2.85 -6.49
C -0.82 -1.84 -7.26
Br -2.59 -1.62 -6.47
H -0.56 -3.74 -6.22
H 0.89 -3.13 -7.06
H -1.01 -2.19 -8.28
H -0.37 -0.85 -7.30
N 1.88 3.20 0.70
O 1.77 3.33 -0.53
O 1.16 3.86 1.47
O 2.72 2.41 1.17
Be -2.86 -2.69 -3.72
C 2.82 5.76 4.83
C 3.50 4.62 4.06
O 3.76 5.08 2.85
H 1.87 6.07 4.36
H 2.58 5.43 5.85
H 3.46 6.65 4.92
H 2.82 3.76 4.16
H 4.34 4.31 4.70
N 3.73 0.92 3.57
H 3.51 1.55 2.79
H 3.91 -0.03 3.21
H 4.56 1.26 4.06
H 2.93 0.89 4.22
C 3.31 -4.02 2.85
Cl 4.63 -3.26 3.75
Cl 2.99 -5.65 3.45
H 2.41 -3.42 2.96
H 3.60 -4.08 1.79
B -4.54 2.17 -1.02
F -4.32 0.73 -1.02
F -5.96 2.45 -1.17
F -4.06 2.74 0.23
F -3.81 2.76 -2.13
Al -2.33 3.89 1.32
F -3.35 7.21 -5.01
Al -2.85 6.05 -3.73
F -1.65 6.84 -2.64
F -2.09 4.60 -4.50
F -4.28 5.54 -2.77
```

Results
Kohn-Sham gap in eV: 1.59
Spin multiplicity: 1
Total charge: +2

=====

These records have E_LUMO values of 0.37 -2.78 -11.44 eV, in the order they appear.
These records have E_tot values of -4159.596 -56260.368 -241696.696 eV, in the order they appear.
These records have HOMO energy values of -11.991 -6.659 -13.030 eV, in the order they appear.